--- i ---
Entry from the OMol25 dataset: a 3-piece molecular cluster, C5H16O2 overall (ωB97M-V with the def2-TZVPD basis set).

Computed properties:
- HOMO-LUMO gap (eV) = 11.4
- highest occupied orbital energy (eV) = -10.66
- E_LUMO (Ha) = 0.0255
- SMILES string = CCCCC.O.O

Atoms and positions in Å:
1 C -2.29411 0.32161 -0.49466
2 C -1.08286 1.05682 -1.09523
3 C 0.14546 0.82727 -0.24036
4 C 0.47934 -0.65283 -0.01337
5 C 0.59481 -1.50332 -1.27817
6 H -3.29811 0.44406 -0.91609
7 H -2.21057 -0.76138 -0.67833
8 H -2.37372 0.46308 0.58105
9 H -0.96277 0.67547 -2.10928
10 H -1.39184 2.10274 -1.16274
11 H 0.07672 1.35538 0.71372
12 H 1.03344 1.23086 -0.74167
13 H -0.23996 -1.06052 0.69750
14 H 1.47174 -0.71873 0.43412
15 H 1.01737 -2.48086 -1.02888
16 H 1.26685 -1.03357 -1.99963
17 H -0.33181 -1.75648 -1.79234
18 O -1.51389 -0.19394 2.82354
19 H -1.39840 -0.10206 3.78736
20 H -0.78507 0.39433 2.50944
21 O 3.67342 0.73379 0.81855
22 H 3.90192 -0.13930 1.13591
23 H 4.22208 0.79758 0.04957


--- ii ---
Entry from the OMol25 dataset: a 3-piece molecular cluster, C5H16O2 overall (ωB97M-V with the def2-TZVPD basis set).

Computed properties:
- HOMO-LUMO gap (eV) = 10.6
- highest occupied orbital energy (eV) = -10.26
- E_LUMO (Ha) = 0.0136
- SMILES string = CCC(C)C.O.O

Atoms and positions in Å:
1 C 2.44408 -1.08507 -0.19450
2 C 1.43671 -0.07663 -0.63860
3 C 0.94394 0.71956 0.56890
4 C 0.04456 1.78204 0.04821
5 C 0.24662 -0.13384 1.65722
6 H 2.16345 -1.83117 0.47479
7 H 3.37945 -0.65102 0.18777
8 H 2.65512 -1.58343 -1.12990
9 H 0.58365 -0.57764 -1.28800
10 H 2.04582 0.79940 -1.17000
11 H 1.68921 1.29214 1.15183
12 H -0.48190 2.36913 1.01980
13 H 0.65528 2.52075 -0.52371
14 H -0.80208 1.56343 -0.61241
15 H 0.71730 -1.06027 1.87207
16 H 0.25718 0.48802 2.48513
17 H -0.77792 -0.34771 1.54307
18 O -1.76071 -0.82562 -1.88013
19 H -2.56045 -0.96341 -2.40357
20 H -1.53937 -1.70770 -1.57539
21 O -3.74780 -0.37829 0.50345
22 H -3.11587 -0.41974 -0.20268
23 H -4.47628 0.10707 0.10666


Energies relative to the minimum, hartree: i 0.0000; ii 0.0366


--- i ---
Entry from the OMol25 dataset: a 2-piece molecular cluster, F2H2O2Si overall (ωB97M-V with the def2-TZVPD basis set).

Computed properties:
- HOMO-LUMO gap (eV) = 11.4
- highest occupied orbital energy (eV) = -12.16
- E_LUMO (Ha) = -0.0293
- SMILES string = O=[Si](O)F.F

Atoms and positions in Å:
1 O -0.90948 -0.50820 0.87053
2 Si 0.50235 -0.61046 0.37625
3 O 1.60340 0.50512 0.14073
4 F 1.13302 -1.97340 -0.14831
5 H 2.44348 0.32728 -0.28560
6 F -3.58917 -0.44930 -0.18476
7 H -2.78242 -0.47765 0.30310


--- ii ---
Entry from the OMol25 dataset: a 2-piece molecular cluster, F2H2O2Si overall (ωB97M-V with the def2-TZVPD basis set).

Computed properties:
- HOMO-LUMO gap (eV) = 9.3
- highest occupied orbital energy (eV) = -10.13
- E_LUMO (Ha) = -0.0308

Atoms and positions in Å:
1 O -1.50725 1.43917 0.24265
2 O 0.28754 -1.60180 0.00050
3 F 1.07626 0.44323 -1.33828
4 F 1.63211 0.39194 1.14387
5 Si 0.57209 -0.04799 0.07112
6 H -1.77491 1.50455 -0.67131
7 H -0.28584 -2.12911 0.55144


Energies relative to the minimum, hartree: i 0.0000; ii 0.0267


--- i ---
Entry from the OMol25 dataset: one molecule with the formula C2H4N2O2S2 (ωB97M-V with the def2-TZVPD basis set).

Computed properties:
- HOMO-LUMO gap (eV) = 9.0
- highest occupied orbital energy (eV) = -9.28
- E_LUMO (Ha) = -0.0103
- SMILES string = ONC(=S)NOC=S

Atoms and positions in Å:
1 O -1.75159 2.07363 0.07787
2 N -0.84703 1.02661 0.00854
3 C -1.13863 -0.28573 -0.01533
4 S -2.68381 -0.92071 0.06744
5 N 0.02647 -1.05945 -0.00093
6 O 1.15222 -0.34455 -0.51548
7 C 2.21878 -0.55487 0.25402
8 S 3.64324 0.17583 0.04359
9 H -2.58224 1.58609 -0.20842
10 H 0.01374 1.39602 -0.32895
11 H 0.00113 -1.94757 -0.51555
12 H 1.94771 -1.14531 1.13319


--- ii ---
Entry from the OMol25 dataset: one molecule with the formula C2H4N2O2S2 (ωB97M-V with the def2-TZVPD basis set).

Computed properties:
- HOMO-LUMO gap (eV) = 7.2
- highest occupied orbital energy (eV) = -8.38
- E_LUMO (Ha) = -0.0439
- SMILES string = O/N=C(\NS)C(O)=S

Atoms and positions in Å:
1 O 0.53028 2.18749 0.97469
2 N 0.87659 1.47350 -0.12664
3 C 0.19628 0.39895 -0.06752
4 N -0.49433 -0.07197 1.07963
5 S -0.52172 -1.56381 1.75465
6 C 0.15686 -0.58474 -1.09078
7 O 1.11541 -0.50666 -2.14045
8 S -0.95281 -1.91553 -1.02530
9 H 0.49165 3.23134 0.55298
10 H -0.69746 0.71792 1.68028
11 H -1.51770 -2.17600 1.11241
12 H 0.81694 -1.19048 -2.70395


Energies relative to the minimum, hartree: i 0.0000; ii 0.0178


--- i ---
Entry from the OMol25 dataset: one molecule with the formula C2H4N2S (ωB97M-V with the def2-TZVPD basis set).

Computed properties:
- HOMO-LUMO gap (eV) = 7.9
- highest occupied orbital energy (eV) = -8.34
- E_LUMO (Ha) = -0.0162

Atoms and positions in Å:
1 C 0.85507 0.49479 1.12542
2 C -0.69433 -0.49881 -1.00326
3 N 0.59761 -0.76940 0.83354
4 N -0.00777 -1.32323 -0.03553
5 S -0.53786 1.23725 -0.92045
6 H 0.32154 1.07149 1.74926
7 H 1.88805 0.92830 1.09702
8 H -0.19357 -0.93281 -1.85596
9 H -1.78142 -0.80590 -1.03786


--- ii ---
Entry from the OMol25 dataset: one molecule with the formula C2H4N2S (ωB97M-V with the def2-TZVPD basis set).

Computed properties:
- HOMO-LUMO gap (eV) = 8.2
- highest occupied orbital energy (eV) = -9.41
- E_LUMO (Ha) = -0.0448
- SMILES string = [H]/N=C(/N)C=S

Atoms and positions in Å:
1 H -1.14256 -1.74517 -0.15518
2 N -1.36892 -0.71439 -0.13122
3 C -0.31317 -0.03823 -0.10752
4 N -0.46056 1.34056 -0.18140
5 C 0.99963 -0.68410 0.00722
6 S 2.41918 0.09105 -0.11879
7 H -1.34816 1.66807 0.33360
8 H 0.37505 1.90878 0.24241
9 H 0.83951 -1.82657 0.11088


Energies relative to the minimum, hartree: i 0.0945; ii 0.0000


--- i ---
Entry from the OMol25 dataset: one molecule with the formula C2H4N2S (ωB97M-V with the def2-TZVPD basis set).

Computed properties:
- HOMO-LUMO gap (eV) = 8.7
- highest occupied orbital energy (eV) = -8.28
- E_LUMO (Ha) = 0.0152
- SMILES string = C=NNC=S

Atoms and positions in Å:
1 C -1.59438 -0.81385 0.03418
2 N -0.37130 -0.63290 -0.04362
3 N 0.30359 0.57353 0.02819
4 C 1.62652 0.48936 -0.02933
5 S 2.67638 -0.77967 0.02716
6 H -2.26178 0.04710 0.21536
7 H -2.00789 -1.79200 -0.16328
8 H -0.37454 1.35277 0.05558
9 H 2.00340 1.55564 -0.12425


--- ii ---
Entry from the OMol25 dataset: one molecule with the formula C2H4N2S (ωB97M-V with the def2-TZVPD basis set).

Computed properties:
- HOMO-LUMO gap (eV) = 8.6
- highest occupied orbital energy (eV) = -8.47
- E_LUMO (Ha) = 0.0043
- SMILES string = C=NNC=S

Atoms and positions in Å:
1 C 1.63818 -0.79515 -0.05164
2 N 0.39700 -0.65347 0.24179
3 N -0.28740 0.48579 0.16085
4 C -1.62765 0.44234 -0.02211
5 S -2.70854 -0.78432 0.03718
6 H 2.28487 0.15045 -0.15327
7 H 2.01785 -1.96079 -0.09939
8 H 0.17069 1.47741 -0.17952
9 H -1.88502 1.63773 0.06611


Energies relative to the minimum, hartree: i 0.0000; ii 0.0288


--- i ---
Entry from the OMol25 dataset: one molecule with the formula C2H4N2S (ωB97M-V with the def2-TZVPD basis set).

Computed properties:
- HOMO-LUMO gap (eV) = 9.2
- highest occupied orbital energy (eV) = -8.63
- E_LUMO (Ha) = 0.0199

Atoms and positions in Å:
1 C -0.88308 0.38694 -0.28585
2 C 2.61915 -0.84631 0.09533
3 N 0.46598 0.20167 0.31802
4 N 1.55840 -0.26091 0.02678
5 S -2.21193 -0.68205 0.35583
6 H -1.29585 1.34167 0.00838
7 H -0.86068 0.13462 -1.34605
8 H 3.57484 -0.63634 -0.27368
9 H -2.96683 0.36072 1.10125


--- ii ---
Entry from the OMol25 dataset: one molecule with the formula C2H4N2S (ωB97M-V with the def2-TZVPD basis set).

Computed properties:
- HOMO-LUMO gap (eV) = 8.1
- highest occupied orbital energy (eV) = -9.36
- E_LUMO (Ha) = -0.0460
- SMILES string = [H]/N=C(/N)C=S

Atoms and positions in Å:
1 H 0.04883 0.00050 2.15132
2 N 0.76333 -0.24079 1.39812
3 C 0.32806 0.00449 0.21748
4 N 0.98132 -0.45427 -0.86984
5 C -0.98861 0.61448 0.03921
6 S -1.72928 0.96535 -1.40129
7 H 1.61690 -1.22380 -0.78786
8 H 0.49718 -0.51349 -1.80342
9 H -1.51773 0.84754 1.05628


Energies relative to the minimum, hartree: i 0.1256; ii 0.0000